(1)
Formula: C2H4NP
Source: OMol25
Level of theory: the ωB97M-V functional and the def2-TZVPD basis

Geometry as XYZ:
```
8
C2H4NP, DFT the ωB97M-V functional and the def2-TZVPD basis
C -0.37777 0.42481 -1.63382
C 0.48286 -0.54443 1.28601
N -0.33738 1.56722 -1.06938
P -1.40697 0.41799 -0.22471
H 0.00265 -0.20560 -2.33295
H 1.10481 -1.15503 0.64527
H -0.16197 -0.99138 2.02854
H 0.69378 0.48642 1.30104
```

## Properties
Relative energy (zero: lowest compared OMol25 entry of this formula, charge and spin) ... 68.7 kcal/mol
Total charge ... 0
Frontier orbital gap (alpha / beta) ... 8.22 / 8.22 eV
Molecular weight ... 73.03 Da

Löwdin population analysis, charges in e, atoms 1 to 4:
1. C -0.48
2. C -0.09
3. N -0.19
4. P 0.85

(2)
Formula: C2H4NP
Source: OMol25
Level of theory: the ωB97M-V functional and the def2-TZVPD basis

Geometry as XYZ:
```
8
C2H4NP, DFT the ωB97M-V functional and the def2-TZVPD basis
C 0.03288 0.38195 0.15726
C 0.92351 -0.59440 0.66329
N 0.30504 0.56918 1.37086
P -0.68889 0.82421 -1.38428
H 0.57899 -1.54344 0.93901
H 2.09691 -0.64142 0.43778
H -1.79303 1.42702 -0.61292
H -1.45542 -0.42310 -1.57101
```

## Properties
SMILES string ... PC1=NC1
Relative energy (zero: lowest compared OMol25 entry of this formula, charge and spin) ... 44.8 kcal/mol
Total charge ... 0
Frontier orbital gap ... 10.78 eV
Molecular weight ... 73.03 Da

Löwdin population analysis, charges in e, atoms 1 to 4:
1. C -0.74
2. C -0.23
3. N 0.12
4. P 0.82

(3)
Formula: C2H4NP
Source: OMol25
Level of theory: the ωB97M-V functional and the def2-TZVPD basis

Geometry as XYZ:
```
8
C2H4NP, DFT the ωB97M-V functional and the def2-TZVPD basis
C 2.10866 -0.12885 0.07177
C -0.98792 -0.86950 0.16694
N 3.13501 0.33889 0.08421
P -0.44409 0.76816 0.20809
H -0.50455 -1.66519 -0.19801
H -1.93294 -1.22067 0.53152
H -1.67767 1.47533 -0.01746
H 0.30350 1.30183 -0.84708
```

## Properties
Relative energy (zero: lowest compared OMol25 entry of this formula, charge and spin) ... 107.9 kcal/mol
Total charge ... 0
Frontier orbital gap (alpha / beta) ... 6.34 / 5.79 eV
Molecular weight ... 73.03 Da

Löwdin population analysis, charges in e, atoms 1 to 4:
1. C -0.47
2. C -0.17
3. N -0.15
4. P 0.88

(4)
Formula: C2H4NP
Source: OMol25
Level of theory: the ωB97M-V functional and the def2-TZVPD basis

Geometry as XYZ:
```
8
C2H4NP, DFT the ωB97M-V functional and the def2-TZVPD basis
C -0.35330 -0.69520 -0.00656
C 0.02561 0.77680 0.00469
N -1.48983 0.13592 -0.02525
P -3.14021 0.07733 0.01196
H 0.10094 -1.34606 -0.74629
H -0.35960 -1.31078 0.86642
H 0.09563 1.39340 0.80605
H 0.34936 1.27416 -0.86469
```

## Properties
Relative energy (zero: lowest compared OMol25 entry of this formula, charge and spin) ... 70.2 kcal/mol
Total charge ... 0
Frontier orbital gap (alpha / beta) ... 6.66 / 6.66 eV
Molecular weight ... 73.03 Da

Löwdin population analysis, charges in e, atoms 1 to 4:
1. C -0.27
2. C -0.01
3. N -0.58
4. P 0.56

(5)
Formula: C2H4NP
Source: OMol25
Level of theory: the ωB97M-V functional and the def2-TZVPD basis

Geometry as XYZ:
```
8
C2H4NP, DFT the ωB97M-V functional and the def2-TZVPD basis
C -0.17929 -0.10779 -0.91975
C 1.12944 -0.19372 -0.06976
N -1.78969 -0.92981 0.18449
P -1.58851 0.56877 0.02918
H 1.69433 -0.91091 -0.91169
H 1.19933 -0.63092 0.87495
H 1.81295 0.66499 -0.08401
H -2.27856 1.53939 0.89658
```

## Properties
Relative energy (zero: lowest compared OMol25 entry of this formula, charge and spin) ... 146.1 kcal/mol
Total charge ... 0
Frontier orbital gap ... 8.08 eV
Molecular weight ... 73.03 Da

Löwdin population analysis, charges in e, atoms 1 to 4:
1. C -0.26
2. C -0.25
3. N -0.28
4. P 0.65

(6)
Formula: C2H4NP
Source: OMol25
Level of theory: the ωB97M-V functional and the def2-TZVPD basis

Geometry as XYZ:
```
8
C2H4NP, DFT the ωB97M-V functional and the def2-TZVPD basis
C -0.78450 -0.22089 0.10031
C 1.82121 -0.15672 0.32050
N -1.56880 -1.06057 -0.33278
P -2.33776 0.62558 0.13671
H 1.82629 0.70194 -0.37348
H 1.76112 -1.14196 0.08088
H 1.60817 0.09947 1.40102
H -2.32573 1.15315 -1.33315
```

## Properties
Relative energy (zero: lowest compared OMol25 entry of this formula, charge and spin) ... 78.2 kcal/mol
2S+1 ... 3
Total charge ... 0
Frontier orbital gap (alpha / beta) ... 8.54 / 8.14 eV
Molecular weight ... 73.03 Da

Löwdin population analysis, charges in e, atoms 1 to 4:
1. C -0.52
2. C 0.01
3. N -0.12
4. P 0.77

(7)
Formula: C2H4NPS
Source: OMol25
Level of theory: the ωB97M-V functional and the def2-TZVPD basis

Geometry as XYZ:
```
9
C2H4NPS, DFT the ωB97M-V functional and the def2-TZVPD basis
C 0.37720 -0.16528 0.65074
C -0.80814 1.23188 0.44093
N 1.04129 -0.90377 -0.14361
P 1.63262 -1.45331 -1.55986
S 0.07796 -2.47573 -2.24434
H -1.45144 0.91630 1.19754
H 0.31548 -0.31057 1.68270
H -1.08088 1.15082 -0.61142
H -0.10409 2.00966 0.58731
```

## Properties
SMILES string ... C/C=N\P=S
Relative energy (zero: lowest compared OMol25 entry of this formula, charge and spin) ... 34.4 kcal/mol
Total charge ... 0
Frontier orbital gap ... 8.04 eV
Molecular weight ... 105.10 Da

Löwdin population analysis, charges in e, atoms 1 to 4:
1. C -0.13
2. C 0.03
3. N -0.38
4. P 0.35

(8)
Formula: C2H4NiO2
Source: OMol25
Level of theory: the ωB97M-V functional and the def2-TZVPD basis

Geometry as XYZ:
```
9
C2H4NiO2, DFT the ωB97M-V functional and the def2-TZVPD basis
H -2.16410 -1.84149 1.81516
O -0.52016 0.98604 -0.13533
C 0.65243 1.10946 -0.55578
C 1.61084 0.08685 -0.36280
H 0.91412 1.97510 -1.18291
H 2.61826 0.20825 -0.75777
H 1.32017 -0.84045 0.13138
O -2.60768 -1.39161 1.07873
Ni -1.82388 -0.29215 -0.03069
```

## Properties
Relative energy (zero: lowest compared OMol25 entry of this formula, charge and spin) ... 0.0 kcal/mol
2S+1 ... 4
Total charge ... +1
Frontier orbital gap (alpha / beta) ... 11.11 / 8.32 eV
Molecular weight ... 118.75 Da

Löwdin population analysis, charges in e, atoms 1 to 4:
1. H 0.04
2. O -0.09
3. C -0.20
4. C 0.22

(9)
Formula: C2H4O2
Source: OMol25
Level of theory: the ωB97M-V functional and the def2-TZVPD basis

Geometry as XYZ:
```
8
C2H4O2, DFT the ωB97M-V functional and the def2-TZVPD basis
O 1.14929 0.07577 -0.96201
C 0.43434 0.44756 0.17344
C -0.87159 -0.30018 0.23045
O -1.04072 -1.31543 -0.40671
H 0.74991 -0.76961 -1.23075
H 0.96712 0.19591 1.11147
H 0.25079 1.53099 0.19059
H -1.63914 0.13501 0.89352
```

## Properties
SMILES string ... O=CCO
Relative energy (zero: lowest compared OMol25 entry of this formula, charge and spin) ... 29.2 kcal/mol
Total charge ... 0
Frontier orbital gap ... 11.30 eV
Molecular weight ... 60.05 Da

Löwdin population analysis, charges in e, atoms 1 to 4:
1. O -0.05
2. C -0.25
3. C -0.22
4. O 0.06

(10)
Formula: C2H4O2P2
Source: OMol25
Level of theory: the ωB97M-V functional and the def2-TZVPD basis

Geometry as XYZ:
```
10
C2H4O2P2, DFT the ωB97M-V functional and the def2-TZVPD basis
C 2.30292 -1.50583 0.17322
C -2.70472 1.29545 -0.14848
O -3.26108 -1.58313 0.14440
O -0.78134 -0.74834 0.00672
P 0.94703 -0.68873 -0.46734
P -2.51379 -0.35598 -0.04805
H 3.07964 -1.07197 -0.39969
H 2.19370 -2.24181 1.05180
H -1.84178 1.90815 -0.05984
H -3.42037 1.75249 -0.71140
```

## Properties
Relative energy (zero: lowest compared OMol25 entry of this formula, charge and spin) ... 80.2 kcal/mol
Total charge ... 0
Frontier orbital gap ... 9.17 eV
Molecular weight ... 122.00 Da

Löwdin population analysis, charges in e, atoms 1 to 4:
1. C -0.36
2. C -0.20
3. O -0.30
4. O -0.69

(11)
Formula: C2H4O2S
Source: OMol25
Level of theory: the ωB97M-V functional and the def2-TZVPD basis

Geometry as XYZ:
```
9
C2H4O2S, DFT the ωB97M-V functional and the def2-TZVPD basis
C -0.51498 0.80571 -1.09702
C -0.46242 0.71978 0.43164
O 0.93847 -1.26987 -1.30519
O 0.36632 -0.09339 -1.91211
S -1.34745 1.83349 -1.96157
H 0.40401 0.26405 0.75050
H -1.28524 0.26003 0.92932
H -0.40027 1.84526 0.81736
H 1.84895 -1.26184 -1.41755
```

## Properties
SMILES string ... CC(=S)OO
Relative energy (zero: lowest compared OMol25 entry of this formula, charge and spin) ... 98.0 kcal/mol
Total charge ... 0
Frontier orbital gap ... 9.33 eV
Molecular weight ... 92.12 Da

Löwdin population analysis, charges in e, atoms 1 to 4:
1. C -0.81
2. C -0.09
3. O 0.00
4. O -0.17

(12)
Formula: C2H4O2S
Source: OMol25
Level of theory: the ωB97M-V functional and the def2-TZVPD basis

Geometry as XYZ:
```
9
C2H4O2S, DFT the ωB97M-V functional and the def2-TZVPD basis
C 1.66509 -0.65242 0.14359
C -0.77768 0.42862 -0.06868
O 0.54442 0.15767 0.05444
O -1.14112 1.72860 -0.07766
S -2.09798 -0.66744 0.29472
H 2.50207 -0.00374 0.22507
H 1.77594 -1.68217 0.52275
H -0.46507 2.32337 -0.47154
H -2.00568 -1.63249 -0.62269
```

## Properties
Relative energy (zero: lowest compared OMol25 entry of this formula, charge and spin) ... 113.9 kcal/mol
Total charge ... 0
Frontier orbital gap (alpha / beta) ... 8.38 / 7.52 eV
Molecular weight ... 92.12 Da

Löwdin population analysis, charges in e, atoms 1 to 4:
1. C 0.00
2. C -0.76
3. O -0.13
4. O -0.01